No. 1
37
Properties=species:S:1:pos:R:3:forces:R:3 method="wB97M-V/def2-TZVPD" multiplicity=1 charge=0 lumo_ev=0.43 smiles="Cc1sc(NC(=O)[C@H]2CC(Cl)=CC[C@@H]2C(=O)O)c(C#N)c1C" energy_ha=-1774.25210
C -5.41852 -1.66144 0.06780 0.0 0.0 0.0
C -4.14380 -0.89539 0.03855 0.5 0.2 0.0
C -3.98552 0.43685 0.26649 0.0 -0.3 0.0
C -2.61811 0.83723 0.15557 0.0 -1.2 -0.2
C -1.78600 -0.21682 -0.15735 -0.3 -0.1 0.0
N -0.41995 -0.14764 -0.33256 -0.2 0.3 0.0
C 0.31589 -1.25798 -0.59751 0.5 0.1 -0.1
O -0.20927 -2.34959 -0.69946 0.3 -0.2 0.0
C 1.81784 -1.05986 -0.72736 0.1 -0.2 0.0
C 2.23331 0.31209 -1.26458 0.0 -0.1 0.0
C 2.19907 1.37029 -0.20298 0.1 0.1 0.1
C 2.11873 1.13365 1.09884 0.0 0.0 0.0
C 2.05030 -0.24929 1.67024 0.2 -0.2 0.0
H 1.03894 -0.44228 2.03967 0.0 0.0 0.0
H 2.72748 -0.30845 2.52528 -0.1 0.0 0.0
C 2.45783 -1.31318 0.64956 0.0 0.0 0.1
C 3.97530 -1.38755 0.56313 0.0 0.1 0.4
O 4.72386 -1.04433 1.43548 0.1 0.1 0.1
O 4.40663 -1.92553 -0.58174 0.0 -0.3 -0.6
H 5.37457 -1.99791 -0.57495 -0.1 0.1 0.2
H 2.13708 -2.30122 1.00284 0.0 0.1 -0.1
H 2.09225 1.94887 1.80490 0.0 0.2 0.0
Cl 2.28804 2.99773 -0.81028 0.0 0.0 0.0
H 3.25146 0.24638 -1.65882 -0.1 0.0 -0.1
H 1.59208 0.60295 -2.10035 0.0 0.0 0.0
H 2.16310 -1.83922 -1.41292 -0.2 0.1 0.1
H 0.02364 0.75533 -0.21166 0.0 -0.1 0.0
S -2.63640 -1.70253 -0.31338 -0.7 0.6 0.2
C -2.13860 2.13818 0.34986 0.2 0.5 0.1
N -1.71789 3.19469 0.51372 0.2 0.4 0.0
C -5.09512 1.38120 0.59324 0.0 -0.1 0.0
H -4.70748 2.38587 0.74176 -0.1 0.1 0.0
H -5.82658 1.40234 -0.21420 -0.1 0.1 0.0
H -5.60992 1.06460 1.49991 -0.1 0.1 0.1
H -6.11754 -1.27040 -0.67198 -0.1 -0.1 0.0
H -5.89152 -1.58189 1.04698 -0.1 -0.1 0.0
H -5.23305 -2.71021 -0.14682 -0.1 -0.1 0.0

---

No. 2
37
Properties=species:S:1:pos:R:3:forces:R:3 method="wB97M-V/def2-TZVPD" multiplicity=6 charge=-1 lumo_ev="2.51 / 2.51" energy_ha=-2874.98507 s2=8.7680
Fe 2.15606 -0.11639 -1.16034 -2.7 0.6 -0.7
Cl 1.10905 -1.95668 -0.80494 -1.8 -1.9 0.3
Cl 2.39184 1.71188 -0.08849 -0.3 2.6 1.2
C 3.70284 -0.76202 -0.72481 5.1 -1.9 0.4
H 4.53518 -0.09298 -0.41492 -0.1 -0.8 -0.2
H 3.90759 -1.85171 -0.82929 0.4 0.7 0.2
C -0.73110 1.18365 -1.85034 -1.1 0.8 1.3
C 0.33053 0.73573 -2.45828 1.7 -0.2 -2.1
H -0.64156 1.93732 -1.06508 0.2 -0.1 -0.2
C 0.27131 -0.32295 -3.53903 -0.2 -0.7 0.3
H 1.33359 1.22381 -2.34220 -1.1 0.2 -0.2
C -1.08243 -0.33745 -4.24714 0.2 0.5 0.0
H 1.09302 -0.21332 -4.26003 -0.2 0.1 0.1
H 0.41630 -1.30733 -3.05122 0.0 0.4 -0.3
C -2.27101 -0.30142 -3.29082 -0.2 -0.1 0.4
H -1.13214 0.55110 -4.88132 0.0 0.0 -0.1
H -1.15467 -1.20839 -4.89952 0.0 0.0 -0.1
C -2.10940 0.64584 -2.06403 -0.4 -0.4 -0.4
H -3.15055 0.02726 -3.85351 0.0 -0.2 0.0
H -2.49537 -1.30987 -2.91484 0.2 0.2 -0.2
H -2.83144 1.47035 -2.16216 0.3 0.0 0.1
H -2.41913 0.08746 -1.16656 0.1 0.2 -0.1
N -0.06495 0.11822 6.73816 0.2 0.1 0.4
C 0.44062 0.44029 5.50818 0.6 0.4 -0.4
O 1.41372 1.18049 5.38159 -1.0 -0.7 0.3
C -0.29050 -0.12030 4.32206 0.0 0.0 -1.0
C -1.47969 -0.86739 4.39044 0.4 0.2 -0.1
C -2.08677 -1.30660 3.21494 0.4 0.2 -0.6
C -1.48313 -0.98091 1.97887 -0.1 0.0 1.3
N -0.37185 -0.25718 1.91973 0.1 0.0 -0.6
C 0.22795 0.15721 3.02269 -0.5 -0.2 1.1
H 0.46199 0.43598 7.53952 -0.1 -0.1 -0.2
H -0.73106 -0.62057 6.88733 0.1 0.1 -0.2
H -1.93235 -1.10057 5.35662 0.0 0.0 -0.3
H -3.00596 -1.88666 3.21632 0.2 0.1 0.2
H -1.91516 -1.31406 1.03452 0.2 0.1 0.2
H 1.14342 0.74206 2.90519 -0.3 -0.2 0.0

---

No. 3
13
Properties=species:S:1:pos:R:3:forces:R:3 method="wB97M-V/def2-TZVPD" multiplicity=1 charge=0 lumo_ev="0.17 / 0.04" energy_ha=-286.45585
C -1.83841 0.75833 0.06655 -0.2 0.3 0.0
O -0.75088 0.28990 0.72762 0.2 -0.1 0.0
C 0.46477 0.41552 0.37127 0.0 0.0 0.0
C 1.51161 -0.36828 1.07405 0.0 0.0 0.0
C -0.44816 -1.01960 -1.82822 0.8 -0.5 -0.5
N 0.36935 -1.58792 -2.41671 -0.8 0.5 0.6
H -2.71477 0.71054 0.70076 0.1 0.0 -0.1
H -1.27432 -0.48315 -1.29604 0.1 0.0 -0.1
H -1.65288 1.66898 -0.50432 0.0 -0.1 0.0
H 0.69190 1.12049 -0.42897 0.0 -0.1 0.1
H 2.26874 0.28605 1.52234 -0.1 -0.1 -0.1
H 1.05796 -0.97891 1.85844 0.1 0.1 -0.1
H 2.02211 -1.02966 0.36296 -0.1 0.1 0.1